# 1
The following is a quantum chemistry calculation of 13 unconnected molecules or ions with the total composition C28H51N7O32S6, from OMol25.

The geometry in XYZ format:
```
124
C28H51N7O32S6, DFT ωB97M-V/def2-TZVPD
C -5.548 0.786 1.552
O 1.177 -3.563 2.884
H -4.272 -0.850 0.969
H -0.442 -2.876 -1.350
H 0.501 0.497 2.631
N -3.161 -2.723 2.841
H -2.299 2.052 -1.425
O 5.784 -0.585 -2.480
H 6.412 2.038 -4.260
S 4.449 -0.515 -3.420
H -1.355 0.970 -3.683
H -5.031 -1.973 3.480
O -5.399 1.746 2.587
O -0.300 2.141 -3.159
O 3.402 -5.527 1.663
C -2.420 4.282 -0.690
O -2.209 -2.032 3.097
H 2.236 1.087 4.164
H -4.801 -3.702 3.715
O -1.765 -3.719 -2.613
H 2.133 -2.165 -4.378
H -0.125 -0.852 6.123
C -3.372 0.186 -3.894
H 5.024 -5.259 -0.550
O 3.257 -0.617 -2.639
N 0.561 2.992 -3.166
C 6.777 0.347 -2.888
C 4.006 0.782 0.255
H -5.007 1.673 -1.472
H -2.938 -1.204 -1.370
C 1.467 1.845 4.012
H 0.560 -1.448 -4.273
O 1.262 -0.929 -7.105
H 4.099 2.808 -0.382
O 2.766 -1.769 3.470
C 5.991 1.532 -3.392
O 1.829 -3.346 5.300
C 5.905 0.957 1.439
O -4.319 4.338 -2.150
H 7.366 0.590 -2.007
O 0.338 4.186 -3.248
C 0.273 1.388 3.207
H 1.978 2.669 3.509
H 0.848 -3.406 7.104
O 0.420 -1.696 4.348
H -2.055 5.104 -0.076
C -2.886 1.530 -2.164
H -2.275 -2.099 0.047
O -3.792 -5.176 -2.731
H 1.695 -2.065 -0.824
N -4.510 0.430 -3.186
C -2.977 4.736 -2.089
H -6.261 0.054 1.936
O -3.831 1.471 4.603
H -1.264 -0.347 1.595
N 0.195 -1.535 0.601
H -0.204 2.165 2.604
O -6.005 3.317 -0.651
O -3.534 3.615 -0.117
H 2.191 2.920 -1.916
H 6.752 0.766 2.078
S 1.649 -2.604 3.849
C -1.312 -2.543 -1.910
O 2.283 0.204 -5.623
H -1.597 3.570 -0.748
H 6.208 3.091 0.898
O 4.607 -1.325 -4.596
H 0.938 -2.642 -5.543
H 2.066 1.543 -3.115
S -3.874 1.760 3.198
C -4.248 1.304 -2.139
C -2.369 0.903 -3.319
O -0.711 1.055 4.168
H -2.328 4.437 -2.910
C -2.530 -2.151 -1.006
H -0.906 -2.282 5.666
O 4.680 1.105 -3.761
H -5.456 0.285 -3.491
C -0.668 -0.476 0.704
H 5.313 -4.087 0.742
O -1.001 1.515 6.680
C -0.462 0.377 -0.353
H 5.862 2.278 -2.604
H 1.944 -1.998 6.766
S -4.909 4.238 -0.629
O -5.071 5.576 -0.106
H 3.191 0.485 -0.386
C 4.593 -4.431 0.007
C 0.501 -0.220 -1.182
O 0.937 2.233 5.266
O -3.155 2.871 2.656
O -3.819 -2.877 -3.654
C -4.320 -2.736 3.797
H 0.447 -2.155 1.357
C 0.965 -1.333 -0.514
C 0.096 -1.846 5.735
H -3.935 -2.389 4.751
H -3.696 0.768 0.454
H 0.864 0.202 -2.100
H -0.888 1.351 -0.535
H -1.037 -1.834 -2.687
O -3.555 -3.099 -1.256
O -3.463 0.388 2.466
C 1.314 -1.788 -4.983
H 4.253 -3.631 -0.645
H -5.944 1.136 0.597
S -0.674 2.101 5.412
H 7.442 -0.045 -3.659
H 4.844 -1.014 1.083
C -4.164 0.194 1.256
N 1.636 -0.766 -5.968
N 4.457 2.063 0.187
C 5.597 2.204 0.914
C 1.167 -2.663 6.381
O -1.260 3.363 5.113
C 4.905 0.060 1.016
O -3.284 -3.404 1.851
N 3.316 -4.904 0.635
H -2.851 5.824 -2.094
C 1.992 2.609 -2.936
S -3.333 -3.816 -2.695
H -3.426 -0.422 -4.781
O 2.318 -4.764 -0.042
H 2.563 3.132 -3.697
```

highest occupied orbital energy = -8.1 eV
HOMO-LUMO gap = 7.7 eV
total charge = 0
E_LUMO = -0.4163 eV

Here are the Mulliken charges for atoms 1 to 4, given in e: C -0.42; O -0.68; H 0.35; H -0.37

---

# 2
The following is a quantum chemistry calculation of a molecular structure, C28H52BBiN6SbSe4Si4, from OMol25.

The geometry in XYZ format:
```
97
C28H52BBiN6SbSe4Si4, DFT ωB97M-V/def2-TZVPD
C 1.854 1.306 -2.888
H 4.961 -0.154 2.221
H 0.897 0.420 3.480
C -0.471 -2.681 -0.954
N 1.824 0.769 -1.674
Bi -0.737 0.430 -0.400
Se -5.066 -2.023 -2.180
N 3.101 0.482 -1.348
C 1.368 -2.280 -2.598
H 4.756 -0.424 -0.179
H -0.083 -4.896 2.715
H 1.809 4.188 -3.049
C 3.165 1.362 -3.381
Sb -4.284 0.181 -1.622
H -3.370 6.630 0.035
C 1.488 -3.299 0.758
Si -2.701 4.314 -0.373
H 3.513 -3.516 1.487
H 2.010 6.544 -0.226
H -2.264 4.939 -2.703
N 1.820 0.295 1.619
C 1.333 3.474 3.103
H 2.723 2.537 0.190
H 2.431 -2.078 -2.680
C 1.820 0.275 2.943
H 0.248 6.605 -0.111
H -0.799 1.599 4.432
N 3.018 -1.831 -0.312
N 3.110 0.123 1.243
H -1.332 -3.776 -2.493
H 1.202 5.959 1.229
H 1.464 3.214 4.158
C 3.900 -0.003 2.333
H 2.317 -4.468 2.355
C -1.315 1.834 3.497
C -1.285 4.839 3.248
Se -2.005 0.781 -2.741
H 0.839 5.627 -2.703
H -1.261 -3.590 2.873
C 3.689 -2.894 -0.810
B 3.548 -0.393 -0.150
C -4.175 3.882 0.699
C 0.937 4.556 -2.504
C -0.231 -3.816 2.610
C 3.045 -4.073 -1.008
H 3.506 1.749 -4.325
H 1.117 -3.070 -3.309
C -1.380 -2.741 -2.125
Si -0.472 3.263 2.593
Si -0.728 3.114 0.249
C 1.627 -4.073 -0.621
H 2.032 2.877 2.521
N 1.662 -2.009 -0.036
H -2.421 -2.533 -1.891
H -2.493 -4.338 1.076
C -3.032 4.331 -2.216
H 0.832 -1.376 -2.880
H 1.603 4.526 2.986
H 3.427 0.054 4.488
C 0.081 -3.369 1.220
H -1.903 6.340 0.968
H 3.542 -4.940 -1.414
C 2.496 -3.512 1.861
Se -5.848 1.952 -1.942
H -4.001 4.256 1.711
H -3.024 -3.250 -0.206
H 0.053 4.061 -2.909
C 2.792 3.564 -0.163
C 0.982 -2.719 -1.206
H -4.008 4.791 -2.395
C -0.919 -3.104 0.321
H -2.370 4.834 3.134
C 3.921 0.821 -2.363
H 3.479 3.577 -1.015
H -1.088 -2.081 -2.936
H 1.092 -5.011 -0.766
H -1.807 6.628 -0.778
H 4.984 0.666 -2.278
H 4.736 -2.728 -1.026
C 3.115 0.090 3.458
H 3.226 4.168 0.636
C -2.368 -3.338 0.656
H -3.044 3.346 -2.673
H -4.383 2.817 0.747
H -2.340 2.121 3.740
H 0.934 1.621 -3.358
Se -3.233 0.265 0.713
H -1.374 0.923 2.898
C -2.386 6.147 0.012
H 0.428 -3.331 3.330
C 1.125 6.011 0.141
H -0.891 5.731 2.760
H -1.059 4.923 4.317
H -5.062 4.377 0.294
H 2.410 -2.709 2.596
H -2.729 -2.609 1.382
Si 1.116 4.284 -0.639
```

ΔE to the lowest compared entry with this formula, charge and spin = 14.9 kcal/mol
highest occupied orbital energy = -4.5 eV
HOMO-LUMO gap = 4.8 eV
total charge = -1
E_LUMO = 0.3081 eV

Here are the Mulliken charges for atoms 1 to 4, given in e: C -0.92; H 0.43; H 0.29; C -0.05

---

# 3
The following is a quantum chemistry calculation of a molecular structure, C28H52BiP2, from OMol25.

The geometry in XYZ format:
```
83
C28H52BiP2, DFT ωB97M-V/def2-TZVPD
H 4.091 1.249 -1.842
H 3.784 -2.586 4.137
H 3.771 3.441 0.155
C 1.314 -0.587 5.465
C -0.378 -2.060 4.209
H 0.308 1.534 2.169
H 3.519 -0.927 3.575
P -1.679 0.750 -1.533
C 0.840 2.782 -1.523
H 3.630 -2.263 2.401
H -3.646 2.965 2.660
H 2.382 -0.358 5.398
H 0.754 0.356 5.389
H 3.925 0.257 -0.365
H -1.858 -0.660 4.894
H 0.497 3.642 -0.909
H 0.968 2.644 -4.575
C 1.467 0.697 -3.868
C 1.555 -3.989 1.658
H 1.120 -1.001 6.465
C 1.786 -2.183 3.477
H 2.327 3.520 1.203
H -0.917 2.294 -5.798
H 1.066 -2.277 -5.117
H -0.878 -1.707 -0.903
H -1.159 2.945 -2.504
C -3.522 0.832 -1.579
H -2.192 -1.718 -2.030
H 3.491 2.182 1.387
C -1.278 -1.172 -1.792
C -0.960 -1.591 -4.926
H 2.966 -0.129 -1.796
H -1.142 -2.549 -4.427
H -1.202 -4.334 1.722
H -0.474 0.728 -6.360
C 3.375 0.706 -1.205
C -1.470 -3.785 2.633
C -1.746 -0.510 -4.244
H 1.575 1.606 -5.837
H -3.927 0.752 -2.602
H -0.547 -1.363 -2.578
C -0.491 2.141 -2.150
C 0.927 1.608 -4.943
H -2.268 1.522 -4.099
H -2.329 -3.134 2.403
H -2.438 -2.328 4.703
H -2.456 0.813 2.376
C 1.139 -0.610 -3.768
H 2.347 -3.500 1.076
C -1.860 1.743 2.433
C 0.558 -1.316 -4.975
C -1.460 1.988 3.884
Bi 0.201 -0.022 0.052
H 0.763 -4.312 0.974
C -1.524 0.795 -4.462
H -1.401 -1.896 6.076
H -2.214 3.854 2.115
H 1.413 3.207 -2.373
H 2.249 1.161 -3.270
H -3.838 1.800 -1.132
H -3.926 -0.004 -0.974
P 2.064 1.807 -0.529
C -1.580 -1.718 5.006
H -2.345 2.079 4.526
C -2.763 2.906 2.012
C 1.022 -3.087 2.705
C -0.598 1.623 1.541
H -3.103 2.833 0.984
C 3.249 -1.977 3.389
H -2.676 -0.839 -3.762
H -1.306 -1.716 -5.961
H -0.490 2.517 0.899
H -1.814 -4.523 3.378
C 2.992 2.839 0.654
H 0.765 -0.773 -5.906
C 0.916 -1.558 4.418
H 1.990 -4.893 2.112
H -0.891 2.931 3.943
C -0.324 -3.001 3.141
C -0.529 1.333 -5.448
H 1.506 -1.249 -2.953
H -0.187 1.629 -3.063
H -0.828 1.193 4.283
```

highest occupied orbital energy (spin up / spin down) = -9.0 / -8.5 eV
HOMO-LUMO gap (spin up / spin down) = 5.8 / 5.5 eV
total charge = +1
E_LUMO (spin up / spin down) = -3.1621 / -3.0270 eV

Here are the Mulliken charges for atoms 1 to 4, given in e: H 0.44; H 0.30; H 0.43; C -1.29

---

# 4
The following is a quantum chemistry calculation of a molecular structure, C28H52ClF7N5O7P2S, from OMol25.

The geometry in XYZ format:
```
103
C28H52ClF7N5O7P2S, DFT ωB97M-V/def2-TZVPD
O 2.848 0.579 -0.442
C -5.396 6.484 3.962
C 2.172 -2.717 -2.488
F 1.851 -1.140 -5.534
H 3.707 -1.243 -3.959
C 1.415 0.555 -0.594
H 1.104 2.486 0.584
C 5.049 0.947 0.576
H -2.484 1.960 -2.189
F -0.171 -2.394 -5.036
H 6.830 0.778 1.935
H -5.102 8.344 2.962
C -1.108 -0.489 -6.176
H -7.212 5.356 4.067
H 3.280 -2.708 -2.237
N -2.499 -2.325 0.186
H 5.581 1.842 0.118
H -2.961 2.485 0.374
H -3.598 -4.161 3.662
H -1.504 -4.129 -1.764
C 3.439 1.184 0.705
S 2.245 3.633 -3.826
H 3.825 2.160 -2.171
H -0.997 -6.287 5.480
H 3.348 -2.860 1.165
F -1.748 0.752 -6.017
H -6.227 8.420 4.332
F -0.324 -0.597 -7.323
C 2.279 -2.427 1.033
H 2.289 3.341 -0.986
C -5.905 7.817 3.481
O -1.121 -3.834 3.621
C 1.745 -0.229 -3.166
H -2.238 4.140 0.938
H -6.734 7.670 2.787
H 1.643 -4.458 -0.894
H 1.854 -2.588 3.202
C -2.516 3.077 1.240
H 1.626 -3.359 0.996
C 5.704 0.550 2.005
N 1.468 -1.392 -2.192
H -0.313 -4.636 -0.007
H 5.613 -0.559 2.248
H 5.156 0.010 -0.077
H 2.135 -2.782 -3.643
O -4.249 6.133 3.756
H -3.042 3.551 3.422
O -0.705 1.558 0.513
H 1.055 -1.098 2.510
C 1.082 -0.330 -4.620
O 0.848 -4.741 -2.743
N -1.483 -3.100 -1.776
F 1.017 0.927 -5.308
H -6.704 6.107 5.613
C 1.155 -1.091 -0.710
C -3.112 -5.073 4.012
F -1.305 -0.888 -3.813
H 0.496 -1.710 -2.439
H 4.575 1.435 -6.199
C -0.300 -1.370 -0.203
H 5.296 1.202 2.857
C -1.153 2.314 1.671
O 2.347 -1.602 -0.119
C -1.111 -2.705 -0.366
C 3.329 -0.259 -3.487
C 0.746 1.387 0.558
H 3.983 -0.177 -2.538
C -0.348 -0.981 -4.818
H -1.307 1.641 2.595
H 2.940 -1.171 2.840
H -3.392 -5.895 3.350
N -0.787 -3.870 0.471
H -2.423 -2.764 -2.010
H -0.362 -1.075 0.912
P 2.431 2.564 -2.176
N 4.149 0.582 -5.791
H 3.330 2.335 0.752
H -2.351 -1.998 1.162
C -1.620 -4.884 3.990
H -4.443 3.723 2.163
P -0.313 2.003 -2.699
H -0.944 -6.904 3.798
Cl -0.393 3.874 -1.620
C 2.001 -1.719 2.453
H -3.446 -5.278 5.032
H -5.859 4.675 4.993
C 1.261 1.007 -2.178
C 3.951 0.796 -4.498
F -2.168 -1.436 -6.342
O -1.758 1.300 -2.152
C -0.768 -6.039 4.441
C 1.517 -4.031 -1.941
H 4.341 1.830 -4.162
C -3.536 3.098 2.489
H -0.415 -3.646 1.397
H 0.902 0.878 1.586
H 0.286 -5.761 4.373
H -2.868 -1.511 -0.328
H -3.828 2.014 2.692
H -0.419 3.131 1.985
H 3.161 0.764 1.724
H -0.969 -0.578 -0.723
C -6.362 5.601 4.708
```

ΔE to the lowest compared entry with this formula, charge and spin = 174.7 kcal/mol
highest occupied orbital energy = -10.8 eV
HOMO-LUMO gap = 7.8 eV
total charge = +1
E_LUMO = -3.0732 eV

Here are the Mulliken charges for atoms 1 to 4, given in e: O 0.13; C 0.83; C -0.36; F -0.34

---

no.,energy (a.u.)
1,-6277.0037
2,-12670.3084
3,-1994.8660
4,-4138.1513